{"formula": "C4H7NO", "method": "ωB97M-V/def2-TZVPD", "elements": ["C", "O", "C", "C", "C", "N", "H", "H", "H", "H", "H", "H", "H"], "positions_angstrom": [[2.162, 0.491, 0.002], [1.389, -0.715, -0.193], [0.624, -0.716, -1.244], [-2.168, -0.343, 0.340], [-1.346, 0.853, 0.514], [-0.715, 1.807, 0.682], [1.509, 1.358, -0.101], [2.964, 0.511, -0.737], [2.571, 0.431, 1.011], [0.151, -1.733, -1.173], [-1.550, -1.202, 0.069], [-2.683, -0.566, 1.277], [-2.907, -0.177, -0.448]], "homo_lumo_gap_ev": 9.39, "e_above_lowest_kj_mol": 413.4}

***

{"formula": "C4H7NO", "method": "ωB97M-V/def2-TZVPD", "elements": ["C", "C", "O", "C", "C", "N", "H", "H", "H", "H", "H", "H", "H"], "positions_angstrom": [[-1.236, 1.633, -0.320], [-0.580, 0.256, -0.376], [-1.105, -0.606, -1.057], [0.731, -0.082, 0.305], [0.927, -1.486, 0.820], [1.540, -1.075, -0.417], [-0.580, 2.467, -0.051], [-2.077, 1.619, 0.386], [-1.670, 1.821, -1.310], [1.306, 0.744, 0.717], [0.069, -2.158, 0.773], [1.623, -1.699, 1.633], [0.964, -1.420, -1.184]], "homo_lumo_gap_ev": 10.87, "smiles": "CC(=O)[C@H]1CN1", "e_above_lowest_kj_mol": 170.9}

***

{"formula": "C4H7NO", "method": "ωB97M-V/def2-TZVPD", "elements": ["N", "C", "C", "O", "H", "H", "H", "C", "C", "H", "H", "H", "H"], "positions_angstrom": [[1.783, 0.706, 0.887], [1.529, -0.055, -0.271], [0.846, -1.189, -0.235], [0.693, -2.339, -0.025], [1.976, 1.640, 1.103], [1.355, 0.297, 1.656], [1.824, 0.357, -1.185], [-1.669, 0.784, -0.417], [-1.769, -0.543, -0.201], [-1.732, 1.611, 0.213], [-1.620, 1.019, -1.470], [-1.569, -1.291, -0.887], [-1.649, -0.996, 0.832]], "homo_lumo_gap_ev": 8.21, "smiles": "NC=C=O.C=C", "e_above_lowest_kj_mol": 419.5}

***

{"formula": "C4H7NO", "method": "ωB97M-V/def2-TZVPD", "elements": ["H", "N", "C", "C", "C", "C", "O", "H", "H", "H", "H", "H", "H"], "positions_angstrom": [[2.454, 1.179, 0.128], [2.166, 0.366, 0.681], [1.063, 0.012, 0.197], [0.093, -1.068, 0.667], [-1.043, -0.664, -0.280], [-0.770, 1.054, -0.452], [0.536, 0.685, -0.897], [0.544, -2.076, 0.556], [-0.208, -0.979, 1.717], [-2.063, -0.808, -0.005], [-0.831, -1.198, -1.250], [-0.540, 2.000, 0.174], [-1.400, 1.498, -1.236]], "homo_lumo_gap_ev": 10.83, "smiles": "[H]/N=C1/CCCO1", "e_above_lowest_kj_mol": 292.4}

***

{"formula": "C4H7NO", "method": "ωB97M-V/def2-TZVPD", "elements": ["C", "C", "O", "C", "C", "N", "H", "H", "H", "H", "H", "H", "H"], "positions_angstrom": [[0.934, -0.473, 1.761], [0.637, -0.331, 0.287], [-0.701, 0.113, 0.178], [-1.168, 0.105, -1.126], [-0.681, 1.253, -1.923], [-0.822, 2.299, -2.394], [0.218, -1.164, 2.215], [1.944, -0.860, 1.910], [0.847, 0.495, 2.262], [0.727, -1.295, -0.238], [1.315, 0.386, -0.205], [-2.238, 0.318, -1.073], [-1.011, -0.845, -1.654]], "homo_lumo_gap_ev": 11.64, "smiles": "CCOCC#N", "e_above_lowest_kj_mol": 172.8}

***

{"formula": "C4H7NO", "method": "ωB97M-V/def2-TZVPD", "elements": ["C", "N", "C", "C", "C", "O", "H", "H", "H", "H", "H", "H", "H"], "positions_angstrom": [[-1.810, -0.394, 0.115], [-1.545, 1.032, 0.219], [-0.840, 0.229, -0.816], [0.569, -0.072, -0.720], [2.183, -0.214, 0.788], [0.993, -0.599, 0.407], [-1.430, -1.058, 0.889], [-2.794, -0.648, -0.267], [-0.914, 1.188, 1.007], [-1.153, 0.461, -1.829], [1.297, 0.265, -1.457], [2.832, -0.827, 1.377], [2.612, 0.637, 0.285]], "homo_lumo_gap_ev": [7.86, 8.19], "e_above_lowest_kj_mol": 526.1}

***

{"formula": "C4H7NO", "method": "ωB97M-V/def2-TZVPD", "elements": ["C", "C", "C", "N", "C", "O", "H", "H", "H", "H", "H", "H", "H"], "positions_angstrom": [[0.849, 1.070, -0.172], [0.056, -0.282, -0.854], [-0.025, -1.612, -0.167], [-1.172, -0.693, -0.210], [-0.955, 0.296, 0.845], [-0.445, 0.077, 1.912], [0.700, 1.835, -0.930], [1.831, 0.635, -0.150], [0.817, 1.645, 0.796], [0.116, -0.114, -1.929], [-0.139, -2.575, -0.683], [0.460, -1.676, 0.803], [-1.418, 1.233, 0.508]], "homo_lumo_gap_ev": 11.04, "smiles": "C[C@H]1CN1C=O", "e_above_lowest_kj_mol": 375.2}

***

{"formula": "C4H7NO", "method": "ωB97M-V/def2-TZVPD", "elements": ["O", "C", "C", "C", "C", "N", "H", "H", "H", "H", "H", "H", "H"], "positions_angstrom": [[1.944, -0.548, 0.983], [1.037, 0.523, -0.130], [0.013, -0.428, -0.414], [-1.363, -0.231, 0.202], [-2.140, 0.846, -0.441], [-2.716, 1.707, -0.957], [2.770, -0.860, 0.572], [1.802, 0.740, -0.875], [0.857, 1.340, 0.566], [1.017, -1.096, 0.508], [0.014, -0.848, -1.419], [-1.286, 0.007, 1.270], [-1.951, -1.153, 0.135]], "homo_lumo_gap_ev": 9.46, "e_above_lowest_kj_mol": 392.7}

***

{"formula": "C4H7NO", "method": "ωB97M-V/def2-TZVPD", "elements": ["C", "C", "O", "C", "C", "N", "H", "H", "H", "H", "H", "H", "H"], "positions_angstrom": [[0.686, -1.916, 0.163], [0.450, -0.457, -0.173], [-0.871, -0.084, 0.198], [-1.189, 1.235, -0.130], [-0.246, 2.256, 0.393], [0.519, 3.083, 0.655], [-0.010, -2.573, -0.369], [1.706, -2.186, -0.131], [0.582, -2.096, 1.237], [0.596, -0.279, -1.250], [1.164, 0.176, 0.371], [-2.195, 1.425, 0.252], [-1.190, 1.415, -1.216]], "homo_lumo_gap_ev": 11.63, "smiles": "CCOCC#N", "e_above_lowest_kj_mol": 148.4}

***

{"formula": "C4H7NO", "method": "ωB97M-V/def2-TZVPD", "elements": ["C", "O", "C", "C", "N", "C", "H", "H", "H", "H", "H", "H", "H"], "positions_angstrom": [[-1.289, -0.878, 0.205], [-0.105, -1.194, -0.434], [0.986, -0.589, 0.254], [0.853, 0.920, 0.147], [0.295, 1.446, -1.079], [-0.499, 1.559, 0.008], [-1.300, -1.114, 1.275], [-2.129, -1.273, -0.366], [1.003, -0.913, 1.309], [1.899, -0.948, -0.236], [1.684, 1.491, 0.564], [0.156, 0.857, -1.893], [-1.553, 0.636, 0.245]], "homo_lumo_gap_ev": 8.52, "e_above_lowest_kj_mol": 574.7}

***

{"formula": "C4H7NO", "method": "ωB97M-V/def2-TZVPD", "elements": ["O", "C", "C", "C", "N", "C", "H", "H", "H", "H", "H", "H", "H"], "positions_angstrom": [[2.790, 0.177, 0.420], [0.187, 0.262, -0.964], [0.078, -1.130, -0.348], [-1.226, -0.472, -0.190], [-1.194, 0.362, 1.006], [-0.610, 1.054, -0.122], [2.109, 0.443, 1.049], [2.371, 0.338, -0.438], [0.556, -1.320, 0.614], [0.208, -1.929, -1.072], [-2.138, -0.628, -0.755], [-2.111, 0.761, 1.204], [-1.002, 2.028, -0.414]], "homo_lumo_gap_ev": 9.19, "e_above_lowest_kj_mol": 523.2}

***

{"formula": "C4H7NO", "method": "ωB97M-V/def2-TZVPD", "elements": ["C", "C", "C", "C", "O", "N", "H", "H", "H", "H", "H", "H", "H"], "positions_angstrom": [[0.875, 0.725, -1.218], [-0.140, 0.319, -0.206], [-0.570, -1.099, 0.162], [-0.189, -0.717, 1.601], [-0.176, -1.299, 2.649], [0.210, 0.622, 1.240], [1.166, 1.772, -1.055], [1.762, 0.100, -1.134], [0.420, 0.624, -2.206], [-1.069, 0.947, -0.431], [-1.641, -1.289, 0.031], [0.011, -1.886, -0.314], [-0.660, 1.182, 0.881]], "homo_lumo_gap_ev": 10.40, "smiles": "C[C@H]1CC(=O)N1", "e_above_lowest_kj_mol": 292.8}

***

{"formula": "C4H7NO", "method": "ωB97M-V/def2-TZVPD", "elements": ["C", "O", "C", "C", "C", "N", "H", "H", "H", "H", "H", "H", "H"], "positions_angstrom": [[-0.654, 1.210, 0.879], [0.571, 0.580, 0.875], [0.869, -0.246, -0.238], [0.182, -1.610, -0.209], [0.365, 0.532, -1.423], [-0.472, 1.378, -1.462], [-1.486, 0.498, 0.989], [-0.893, 1.956, -0.434], [-0.628, 2.001, 1.617], [1.957, -0.366, -0.251], [0.471, -2.159, 0.693], [-0.906, -1.501, -0.224], [0.481, -2.186, -1.091]], "homo_lumo_gap_ev": 9.44, "e_above_lowest_kj_mol": 410.9}

***

{"formula": "C4H7NO", "method": "ωB97M-V/def2-TZVPD", "elements": ["N", "C", "O", "C", "C", "C", "H", "H", "H", "H", "H", "H", "H"], "positions_angstrom": [[-1.858, 0.027, 0.866], [-0.536, 0.202, 1.130], [-0.104, 0.125, 2.267], [0.373, 0.532, -0.027], [0.410, -0.168, -1.354], [1.489, -0.417, -0.335], [-2.240, 0.134, -0.057], [-2.478, -0.133, 1.647], [0.622, 1.592, -0.052], [-0.285, -0.973, -1.577], [0.653, 0.468, -2.200], [2.486, -0.019, -0.496], [1.468, -1.370, 0.188]], "homo_lumo_gap_ev": 10.66, "smiles": "NC(=O)C1CC1", "e_above_lowest_kj_mol": 86.4}

***

{"formula": "C4H7NO", "method": "ωB97M-V/def2-TZVPD", "elements": ["H", "N", "C", "C", "C", "C", "O", "H", "H", "H", "H", "H", "H"], "positions_angstrom": [[0.304, -2.865, -0.263], [-0.486, -2.236, -0.129], [-0.242, -1.092, 0.249], [-0.930, 0.229, 1.064], [0.326, 0.239, 0.274], [0.176, 0.696, -1.283], [1.568, 0.424, 0.858], [-0.859, 0.211, 2.143], [-1.845, 0.584, 0.614], [0.866, 0.153, -1.925], [0.411, 1.758, -1.241], [-0.845, 0.599, -1.638], [1.554, 1.300, 1.277]], "homo_lumo_gap_ev": 8.92, "smiles": "[H]/N=C1/C[C@@]1(C)O", "e_above_lowest_kj_mol": 370.6}

***

{"formula": "C4H7NO", "method": "ωB97M-V/def2-TZVPD", "elements": ["C", "C", "C", "N", "C", "O", "H", "H", "H", "H", "H", "H", "H"], "positions_angstrom": [[-1.601, 0.041, 0.433], [-0.806, -0.996, -0.269], [0.201, -0.397, -1.196], [1.166, -0.476, -0.089], [1.502, 0.629, 0.655], [1.238, 1.771, 0.355], [-1.843, -0.239, 1.464], [-2.548, -0.038, -0.129], [-1.258, 1.086, 0.381], [1.246, -1.382, 0.358], [0.524, -1.013, -2.039], [0.112, 0.656, -1.490], [2.066, 0.358, 1.565]], "homo_lumo_gap_ev": 8.90, "e_above_lowest_kj_mol": 394.5}

***

{"formula": "C4H7NO", "method": "ωB97M-V/def2-TZVPD", "elements": ["C", "C", "C", "C", "N", "O", "H", "H", "H", "H", "H", "H", "H"], "positions_angstrom": [[1.810, 0.021, -0.114], [0.448, 0.203, 0.515], [-0.678, 0.791, -0.352], [-1.375, -0.500, -0.038], [-2.558, -0.882, -0.206], [-0.307, -1.051, 0.636], [2.461, -0.592, 0.517], [2.285, 1.001, -0.242], [1.727, -0.456, -1.096], [0.529, 0.657, 1.508], [-1.236, 1.648, 0.028], [-0.413, 0.944, -1.402], [-2.752, -1.773, 0.247]], "homo_lumo_gap_ev": 11.01, "e_above_lowest_kj_mol": 127.7}

***

{"formula": "C4H7NO", "method": "ωB97M-V/def2-TZVPD", "elements": ["C", "C", "C", "N", "C", "O", "H", "H", "H", "H", "H", "H", "H"], "positions_angstrom": [[0.623, 1.495, 0.288], [-0.351, 0.592, -0.443], [0.256, -0.306, -1.502], [-0.154, -0.795, -0.215], [-0.588, -1.687, 0.581], [-1.281, -1.282, 1.647], [0.353, 1.612, 1.345], [0.579, 2.492, -0.161], [1.676, 1.158, 0.250], [-1.547, -0.360, 1.429], [-0.341, -0.639, -2.352], [1.339, -0.355, -1.657], [-0.474, -2.756, 0.441]], "homo_lumo_gap_ev": 8.05, "e_above_lowest_kj_mol": 434.4}